# C5H11N

The molecule C5H11N in a non-equilibrium geometry (the ωB97M-V functional and the def2-TZVPD basis, OMol25).

Multiplicity   1
Orbital gap   8.618 eV
E   -6852.9699 eV
SMILES string   CC(C)=C(C)N

Structure (XYZ):
```
17
C5H11N the ωB97M-V functional and the def2-TZVPD basis
N 0.4470 1.5501 -1.2329
C 1.8394 -0.3347 -0.5911
C -0.4576 -0.1006 0.3055
C 0.5521 0.3850 -0.4429
C -0.3117 -1.2634 1.2602
C -1.8410 0.4392 0.1287
H -1.2281 -1.4869 1.8014
H -2.4459 0.3478 1.0375
H -0.3877 2.0839 -1.0430
H 1.8441 -0.8920 -1.5398
H -2.0375 1.4336 -0.2710
H -2.3801 -0.1744 -0.6161
H 1.9470 -1.1469 0.1259
H 0.4358 -1.0015 2.0092
H 1.2809 2.1054 -1.1787
H -0.0057 -2.2146 0.8134
H 2.7490 0.2699 -0.5666
```

Atomic charges from the Mulliken analysis, expressed in e, are listed below: -0.51 -1.29 0.90 0.52 -1.50 -1.48 0.37 0.34 0.21 0.27 0.35 0.27 0.31 0.35 0.21 0.32 0.36


# C21H35CaFP2

C21H35CaFP2 as an isolated structure in a non-equilibrium geometry (the ωB97M-V functional and the def2-TZVPD basis, OMol25).

Multiplicity   1
Orbital gap   4.094 eV
E   -62070.1900 eV

Structure (XYZ):
```
60
C21H35CaFP2 the ωB97M-V functional and the def2-TZVPD basis
Ca 2.0495 -0.3143 2.7890
P 0.2130 -2.3422 -2.5600
P 0.4004 1.7239 -2.2298
F -0.7113 3.5406 7.4495
C -2.1085 0.0149 -1.0193
C -0.2312 -0.8648 -3.5579
C -2.3231 -1.1985 -0.0707
C 1.6600 2.9616 -2.7036
C -0.0484 -2.0879 -0.7750
C 1.0896 -2.1114 3.8758
C 0.2364 0.2458 0.7274
C -1.8558 1.2813 -0.3123
C -1.0179 1.9100 5.7375
C 0.7495 -0.7662 -0.3291
C 1.9020 -2.7881 -2.9935
C 0.6999 0.3744 -3.4965
C -0.8293 -3.7262 -3.0688
C -0.6544 1.4274 0.2712
C 1.6695 2.2533 4.9756
C 0.8580 1.3635 4.3129
C -0.4590 1.1664 4.6620
C -0.1923 2.8027 6.4044
C 1.1330 3.0161 6.0502
C -1.0640 2.4798 -3.0610
C -1.4306 -2.2724 -0.4113
H 1.3086 3.5439 -3.5669
H -0.1862 -0.2983 1.6025
H 1.7468 3.7469 6.5900
H -2.2333 -0.9007 0.9954
H 1.1680 0.8014 1.0434
H -1.8667 -3.3953 -3.2355
H 0.5284 -2.9687 -0.4040
H 0.6215 0.8933 -4.4613
H -0.8251 -4.5083 -2.2920
H 1.1947 -3.0321 3.2858
H 0.0449 -2.0449 4.2033
H -2.0507 1.7914 6.0502
H 1.6867 -2.2448 4.7921
H -1.0943 0.4570 4.1396
H -1.1955 -0.1885 -1.5812
H -0.3019 2.4216 0.5937
H -1.2956 -0.6116 -3.3975
H -2.5915 2.0909 -0.3815
H -3.3723 -1.5098 -0.2096
H -1.5258 3.2128 -2.3888
H -0.2081 -1.2577 -4.5933
H 2.2812 -3.5446 -2.2914
H -2.9331 0.0907 -1.7450
H 2.7196 2.3985 4.6915
H -1.7677 -3.3133 -0.3559
H -1.8180 1.7368 -3.3494
H 2.5700 -1.9159 -2.9923
H 1.7624 -1.1516 -0.0504
H 1.7518 0.0798 -3.3603
H -0.7050 2.9922 -3.9613
H 2.6076 2.4650 -2.9415
H 1.8789 -3.2279 -4.0025
H 1.7965 3.6344 -1.8460
H -0.4222 -4.1506 -4.0011
H 0.9903 -0.1816 -1.2453
```

Atomic charges from the Mulliken analysis, expressed in e, are listed below: 1.35 1.34 1.14 -0.33 1.53 -0.98 -1.03 -1.35 0.31 -1.65 -1.31 -1.15 -0.52 0.98 -1.47 -1.18 -1.56 -1.19 -0.29 -0.20 -0.44 0.32 -0.48 -1.53 -1.35 0.40 0.48 0.36 0.19 0.50 0.41 0.79 0.54 0.42 0.35 0.26 0.39 0.39 0.28 -2.19 0.52 0.48 0.49 0.43 0.37 0.60 0.40 0.86 0.19 0.32 0.34 0.38 0.23 0.35 0.54 0.38 0.42 0.36 0.45 -0.64


# C14H13N3O6Ti

C14H13N3O6Ti as an isolated structure in a non-equilibrium geometry (the ωB97M-V functional and the def2-TZVPD basis, OMol25).

Multiplicity   2
⟨S²⟩   0.798
Orbital gap (spin up / spin down)   4.459 / 6.339 eV
E   -54592.4557 eV
Total charge   -1

Structure (XYZ):
```
37
C14H13N3O6Ti the ωB97M-V functional and the def2-TZVPD basis
Ti -1.8234 0.7934 -0.0088
O 6.0192 -2.1733 1.6500
O 3.4226 -5.0579 -1.2565
O 5.1653 -0.3024 2.4185
O 1.3611 -4.5019 -1.7629
O -0.6261 -0.7061 -0.2659
O 0.0839 0.7760 1.2512
N 2.4421 -4.2890 -1.1701
N 5.0786 -1.3543 1.7518
N -1.0608 2.6971 -0.9302
C 0.3388 -0.2665 0.5555
C 2.7524 -0.7458 1.1798
C 1.4654 -2.2435 -0.2572
C -0.8415 4.0637 -0.5783
C 3.7592 -2.8124 0.3086
C -4.0361 1.5776 0.0116
C -3.4850 -0.6675 -0.2657
C 2.5679 -3.1092 -0.3578
C -1.4662 3.5472 0.7012
C 1.5590 -1.0774 0.5178
C -3.2654 0.0083 -1.5225
C 3.8404 -1.6386 1.0673
C -3.6375 1.3889 -1.3497
C -3.9219 0.3167 0.6953
H -3.6486 2.1512 -2.1345
H -4.1827 0.1337 1.7409
H 2.8217 0.1675 1.7641
H -1.4038 4.8384 -1.1119
H -4.3868 2.5162 0.4547
H -0.7350 2.6062 -1.8969
H -2.4910 3.8752 0.8923
H 4.6045 -3.4889 0.2300
H 0.2025 4.3584 -0.4643
H -3.3609 -1.7351 -0.0751
H 0.5459 -2.4902 -0.7833
H -0.7225 3.2867 1.4616
H -2.9352 -0.4424 -2.4605
```

Atomic charges from the Mulliken analysis, expressed in e, are listed below: 0.47 -0.63 -0.75 -0.64 -0.75 -0.66 -0.75 0.95 0.99 -0.29 1.05 -1.10 -0.52 -0.51 -0.29 -0.38 -0.55 -0.50 -0.48 0.46 -0.52 0.21 -0.11 -0.66 0.35 0.39 0.50 0.28 0.53 0.04 0.25 0.55 0.27 0.47 0.59 0.29 0.43